85
Properties=species:S:1:pos:R:3:forces:R:3:lowdin_charge:R:1 method="wB97M-V/def2-TZVPD" mol_weight_g_mol=714.45 e_tot_ev=-87728.43121 charge=+1
Mg -0.21460 0.00060 0.50960 0.1493 1.0274 -0.1535 0.37
Cl 2.03160 0.31390 -0.36020 0.5289 -0.7861 -0.4936 0.84
C 2.55290 1.89360 0.09060 0.1773 1.1924 0.3538 -0.62
C 3.91720 2.12070 0.22010 -0.0278 -0.2444 -0.0670 -0.09
C 4.37480 3.37950 0.56970 -0.1224 -0.0762 -0.0281 -0.06
C 3.47520 4.41120 0.78470 -0.0647 0.0591 0.0172 -0.05
C 2.12000 4.18050 0.64810 0.0640 -0.1483 -0.0728 -0.07
C 1.63290 2.91860 0.30720 -0.0576 -0.2862 -0.0210 -0.36
P -0.16730 2.64100 0.10030 0.3574 1.1722 0.2008 1.09
C -0.53950 4.08590 -0.97050 -0.2046 -0.3696 -0.0746 -0.36
C -0.35190 3.95080 -2.34340 -0.0047 -0.1260 0.0850 -0.09
C -0.56680 5.02830 -3.18330 0.0346 0.0280 -0.1108 -0.07
C -0.97860 6.24430 -2.66280 -0.0045 -0.0368 -0.0096 -0.06
C -1.18140 6.37770 -1.30000 0.0159 0.1143 -0.0123 -0.06
C -0.96100 5.30700 -0.45350 -0.0162 -0.1194 0.0896 -0.09
C -0.87250 3.19130 1.68540 -0.0736 -0.2044 0.0433 -0.38
C -0.12880 3.49300 2.81830 0.0673 0.0540 -0.2038 -0.08
C -0.76970 3.80970 4.00380 -0.0374 0.0925 0.1045 -0.06
C -2.15180 3.83150 4.06610 -0.0616 0.0173 -0.0463 -0.06
C -2.90050 3.52590 2.93880 -0.0433 0.1796 -0.0032 -0.08
C -2.26540 3.20210 1.75490 0.0750 0.0747 -0.0518 -0.12
H 4.61360 1.31730 0.03820 0.0631 -0.1057 -0.0161 0.11
H 5.43450 3.55610 0.66130 0.1284 -0.0196 0.0038 0.12
H 3.82730 5.39640 1.04740 0.0482 0.0930 0.0274 0.12
H 1.41640 4.98650 0.79690 -0.0264 0.0842 0.0102 0.11
H -0.03060 2.99950 -2.75100 0.0131 -0.0263 -0.0663 0.11
H -0.41640 4.92090 -4.24570 0.0232 -0.0287 -0.1250 0.11
H -1.14580 7.08410 -3.31840 -0.0300 0.0832 -0.0810 0.11
H -1.51080 7.32030 -0.89120 -0.0300 0.1032 0.0394 0.11
H -1.12420 5.42190 0.60830 -0.0243 0.0237 0.0543 0.11
H 0.95150 3.49190 2.77590 -0.0332 -0.0562 0.0750 0.09
H -0.18240 4.04520 4.87890 0.0483 0.0259 0.0721 0.11
H -2.64810 4.08910 4.98840 -0.0617 0.0052 0.1220 0.11
H -3.97910 3.53550 2.98700 -0.0868 0.0191 -0.0046 0.11
H -2.84820 2.96360 0.87180 -0.0896 -0.0367 0.0101 0.11
C -3.70010 -1.88860 -0.91550 0.0134 0.1907 -0.1659 0.02
C -2.37210 -1.46770 -0.38080 -0.6942 0.7992 -0.5401 -0.26
N -1.97020 -0.23520 -0.43740 -0.2094 0.3278 -0.1982 -0.08
O -2.83330 0.68810 -1.03910 -0.2788 -0.2069 -0.0099 -0.05
C -1.49430 -2.41590 0.23060 0.1926 -1.1915 0.4055 -0.29
C -1.85550 -3.85960 0.41580 0.1804 0.1683 0.0227 -0.02
N -0.33360 -1.93540 0.60950 0.1994 -1.1308 -0.0330 -0.19
O 0.55940 -2.64020 1.16670 -0.0235 -0.0882 -0.1376 -0.10
H -4.02160 -1.20620 -1.69990 -0.0155 -0.0545 0.0425 0.09
H -4.43800 -1.84690 -0.11420 -0.0665 -0.0369 0.0598 0.11
H -3.66740 -2.90310 -1.29890 0.0224 -0.0741 0.0369 0.09
H -2.28910 1.47470 -1.19850 0.0386 -0.2792 0.0598 0.06
H -2.81450 -3.97380 0.91770 -0.0944 -0.0472 0.0095 0.08
H -1.07550 -4.32060 1.02110 -0.0483 0.0048 -0.0249 0.07
H -1.89890 -4.38430 -0.53880 -0.0350 -0.0877 -0.0271 0.09
O 0.25390 0.37050 2.28080 0.0907 0.3597 -0.1246 -0.39
P 0.21830 0.03640 3.74510 0.0934 -0.5519 1.0432 0.90
C 1.38700 1.15080 4.57970 -0.2886 -0.3271 -0.1838 -0.27
C 2.49150 1.52690 3.82130 -0.0059 -0.1021 -0.0791 -0.09
C 3.44950 2.37280 4.34900 0.0286 0.0258 0.0319 -0.06
C 3.31330 2.84220 5.64620 -0.0381 0.0444 -0.0292 -0.06
C 2.22170 2.45760 6.40880 -0.0131 0.0308 0.1371 -0.06
C 1.25960 1.61090 5.88350 -0.0479 -0.0377 -0.0841 -0.07
C -1.48530 0.17140 4.35170 0.4221 0.0127 -0.1811 -0.26
C -1.81770 -0.09330 5.67650 0.0095 0.0167 0.0484 -0.07
C -3.13890 -0.02200 6.08230 0.0812 0.0141 0.1097 -0.06
C -4.13280 0.30160 5.16950 0.0220 0.0014 -0.0866 -0.06
C -3.80910 0.51210 3.83970 -0.0638 -0.0801 -0.0049 -0.07
C -2.48860 0.44240 3.43120 0.2280 -0.1075 -0.1205 -0.08
C 0.71840 -1.66590 4.11800 -0.2463 0.6584 0.0575 -0.27
C -0.24140 -2.66490 4.00730 -0.0734 0.0423 0.0191 -0.09
C 0.09050 -3.97290 4.30050 -0.1054 -0.0250 -0.0169 -0.06
C 1.37880 -4.28620 4.70230 -0.0246 0.0449 -0.0234 -0.06
C 2.33660 -3.29200 4.80750 0.1248 -0.0026 -0.0070 -0.06
C 2.01020 -1.97880 4.51850 0.0321 0.1272 -0.0044 -0.06
H 2.58630 1.15450 2.81190 0.0560 0.0261 -0.1185 0.10
H 4.29630 2.66840 3.74910 0.0953 0.0126 -0.0686 0.10
H 4.05110 3.51480 6.05880 0.0525 0.0114 0.0449 0.11
H 2.11650 2.82150 7.42010 -0.0106 0.0278 0.0724 0.11
H 0.40700 1.33200 6.48180 -0.0987 -0.0102 0.0964 0.10
H -1.04710 -0.38370 6.37670 0.0094 -0.0302 0.1186 0.11
H -3.39920 -0.23300 7.10860 0.0022 0.0121 0.0872 0.11
H -5.16000 0.37260 5.49410 -0.0868 -0.0388 0.0205 0.11
H -4.58190 0.72410 3.11590 -0.0796 0.0349 -0.0493 0.11
H -2.22390 0.58740 2.39030 -0.1362 0.0770 0.0781 0.09
H -1.24570 -2.40250 3.69920 -0.0628 -0.1173 -0.0116 0.11
H -0.65690 -4.74710 4.22340 -0.0680 -0.0858 -0.0299 0.11
H 1.63420 -5.30720 4.93790 0.0381 -0.1151 0.0262 0.11
H 3.33820 -3.53990 5.12200 0.1082 -0.0151 0.0321 0.11
H 2.75030 -1.19600 4.61340 0.0808 -0.0056 0.0332 0.11



85
Properties=species:S:1:pos:R:3:forces:R:3:mulliken_spin:R:1 method="wB97M-V/def2-TZVPD" s2=2.207 spin_multiplicity=3 mol_weight_g_mol=525.64 e_tot_ev=-76207.25297 charge=+1
V -1.86319 -0.12107 0.44825 3.2996 -1.4495 0.2744 1.36
C -1.26231 0.25737 2.51400 -0.9068 0.1393 0.1604 -0.07
C -2.26528 1.17873 2.06764 -0.7627 -0.6351 1.7012 -0.01
C -3.13540 -0.98501 1.92069 0.2369 1.0575 0.6075 0.03
C -1.79659 -1.07165 2.41582 -0.3301 0.7247 -0.3098 0.15
C -3.46119 0.41667 1.81347 0.5591 0.0350 0.7653 -0.10
C 0.09355 0.59023 3.02373 0.5669 -0.0643 0.1137 0.00
H 0.35774 1.63616 2.82662 -0.0553 -0.2413 0.0696 0.00
H 0.83690 -0.04998 2.52781 -0.1617 0.2971 0.3054 0.01
H 0.17792 0.41609 4.10932 -0.1882 0.0885 -0.2841 0.00
C -1.08460 -2.32694 2.75260 0.3369 -0.3469 -0.0472 -0.02
H -0.30532 -2.52565 2.01094 -0.1670 -0.0204 0.2123 0.00
H -1.77584 -3.17675 2.74818 0.1949 0.1160 0.1649 0.00
H -0.58889 -2.25198 3.72899 -0.2176 -0.0896 -0.1054 0.00
C -3.99463 -2.14580 1.56890 -0.2632 -0.3939 0.0502 0.00
H -3.94440 -2.89069 2.37148 -0.2740 0.0450 -0.1671 0.00
H -3.65202 -2.63939 0.64552 -0.1305 0.0563 0.2791 0.00
H -5.03643 -1.83822 1.41722 0.1906 -0.1767 0.1186 0.00
C -4.84527 0.96606 1.77083 -0.3612 0.2175 -0.1047 0.01
H -5.31575 0.87570 2.76607 0.2417 -0.0085 -0.3275 0.00
H -5.48326 0.41822 1.06711 -0.0072 0.1920 0.1138 0.00
H -4.84714 2.03108 1.50856 -0.1111 -0.2931 -0.0244 0.00
C -2.15404 2.66866 2.05433 0.0514 0.2464 0.0508 -0.01
H -3.09833 3.12394 2.37805 0.2793 0.0251 -0.0566 0.01
H -1.91011 3.06529 1.05588 -0.0727 -0.0151 0.2488 -0.01
H -1.36074 2.98438 2.74337 -0.2523 0.0809 -0.1775 0.00
C 4.84369 0.88594 -0.02486 0.2880 0.2089 1.2054 -0.02
C 3.95142 1.14209 0.95872 0.9702 -0.0601 -0.2091 0.01
C 2.65678 1.89376 0.95875 -0.3718 0.8611 -0.1941 -0.05
C 2.48139 2.96381 -0.16878 -0.1545 0.0386 1.6240 0.02
C 2.19075 2.34878 -1.44914 -0.2297 0.6650 -0.6749 0.67
C 2.52464 0.95994 -1.70543 -2.9064 -1.4798 1.3254 0.14
C 3.83410 0.72589 -2.41346 -0.3663 -0.4573 -0.9352 0.09
C 4.91838 1.31660 -1.47177 -0.0336 0.1551 -0.3196 0.03
H 2.56787 2.40780 1.93005 0.0732 -0.1606 -0.2851 0.00
H 3.38088 3.60203 -0.22413 -0.1331 -0.0716 0.0860 0.06
H 1.80316 1.18523 0.92320 0.3904 0.3315 0.0259 0.06
H 4.87275 2.41653 -1.54745 0.0312 -0.3926 0.0290 0.00
H 5.75797 0.36172 0.30100 -0.5822 0.1266 -0.0732 0.00
H 4.22373 0.79510 1.96871 0.0036 -0.0166 -0.5951 0.00
H 5.90531 1.01329 -1.85430 -0.3837 0.1699 0.0248 0.00
H 3.99981 -0.34619 -2.60507 0.0337 0.3077 0.1231 0.00
H 2.49816 0.32879 -0.80646 0.4980 0.6688 0.0222 -0.02
H 3.84119 1.25048 -3.37887 0.2104 -0.1336 0.1665 0.01
H 1.65061 3.63743 0.11484 0.3309 -0.0941 -0.0341 0.04
H 1.80933 2.96777 -2.26540 0.2557 -0.1177 0.1467 -0.06
P 0.62289 0.33932 -2.18484 3.2925 0.0286 -2.5700 0.01
P -3.39964 0.24138 -1.01214 -1.9328 0.5248 -1.5527 -0.12
C -0.91673 1.19113 -1.68559 0.1613 0.2329 1.3203 -0.06
C -2.13322 0.50349 -2.32684 -0.5226 -0.3585 -0.8189 0.02
H -0.86347 2.24692 -1.99827 0.2046 -0.4111 0.0551 0.03
H -0.91314 1.23178 -0.54982 0.1146 0.4771 -0.9945 0.00
H -2.58811 1.14890 -3.09827 0.4260 -0.2866 0.0953 0.00
H -1.90164 -0.46899 -2.80062 -0.0328 0.4673 0.2298 0.00
C -4.57816 -0.98044 -1.66257 -0.2726 -0.0182 -0.6246 -0.01
H -5.41338 -1.10401 -0.95684 0.2785 0.0661 -0.2025 -0.01
H -4.08747 -1.95565 -1.79342 -0.1344 0.2931 0.0580 0.01
H -4.97765 -0.63633 -2.62854 -0.0455 -0.2399 0.2171 0.00
C -4.34647 1.81042 -1.25522 -0.3118 0.0285 0.0496 -0.01
H -4.42260 1.98574 -2.33829 -0.0953 0.0910 0.3107 0.00
H -3.83000 2.65930 -0.77214 -0.2141 -0.3796 -0.2268 0.00
H -5.36994 1.73385 -0.84542 0.5429 0.0758 -0.1673 0.00
C 0.68483 -1.43058 -2.61625 -0.7111 -0.8339 0.3397 0.02
H 1.59355 -1.62608 -3.20445 -0.2551 0.4327 0.0725 0.00
H -0.18942 -1.71268 -3.22121 0.2725 0.0863 0.0130 0.00
H 0.70216 -2.06586 -1.72431 -0.0833 0.3112 -0.4067 0.00
C 0.68651 0.97272 -3.92149 -0.4667 -0.0027 -0.2488 0.00
H -0.33187 1.23152 -4.24107 0.2887 -0.0271 -0.1727 0.00
H 1.06597 0.18890 -4.58984 -0.0677 0.2776 0.1846 0.00
H 1.32421 1.85779 -4.02651 -0.2201 -0.1770 0.0937 0.00
C 1.65677 -3.79927 0.68958 -0.0865 -0.1254 0.0361 0.01
C 2.22326 -2.37569 0.76173 0.5523 0.0825 0.0758 0.03
C 2.78982 -2.08526 2.15461 0.1231 -0.0510 0.3379 0.01
C 3.34147 -2.24519 -0.27489 0.3996 -0.0732 -0.1621 0.01
C 1.18054 -1.38795 0.48601 -2.1622 0.5896 -0.7092 0.01
C 0.14165 -0.76319 0.21127 1.5139 -0.9148 0.3980 -0.23
H 2.48039 -4.51347 0.81453 -0.1897 0.0951 -0.0282 0.00
H 1.17744 -3.98007 -0.28005 0.1016 -0.0150 0.1531 0.00
H 0.92035 -3.98176 1.47772 0.1409 -0.0197 -0.1502 0.00
H 3.60608 -2.78210 2.39423 -0.2097 0.1513 -0.0478 0.00
H 3.18327 -1.05994 2.19403 -0.1117 -0.3593 0.0529 0.00
H 2.00033 -2.18978 2.91235 0.2637 0.0206 -0.1237 0.00
H 2.95301 -2.35696 -1.29451 0.1181 -0.0604 0.1661 0.00
H 3.84000 -1.27383 -0.18932 -0.1242 -0.3008 -0.0416 0.00
H 4.09111 -3.03039 -0.09888 -0.1646 0.1859 -0.1012 0.00